61
Properties=species:S:1:pos:R:3 method="wB97M-V/def2-TZVPD" charge=0 smiles="NC[C@@H](O)CC1=C(B(N)O)C(=O)OC1=O.C[N+](=O)[O-].C[N+](=O)[O-].C[N+](=O)[O-].C[N+](=O)[O-].C[N+](=O)[O-]"
N -3.5963 0.8095 -1.0838
C -2.8814 1.3553 -2.2425
C -1.9711 0.3525 -2.9071
O -1.2628 1.0031 -3.9629
C -0.9738 -0.2268 -1.8949
C -1.3324 -1.5534 -1.3157
C -1.0019 -1.9698 -0.0926
B -0.1664 -1.1470 0.9659
N 1.2914 -1.2366 0.9094
O -0.7790 -0.3652 1.9099
C -1.5617 -3.3310 0.0820
O -1.5687 -3.9990 1.1046
O -2.1264 -3.7245 -1.0943
C -2.0890 -2.6396 -1.9777
O -2.6276 -2.6978 -3.0446
H -3.6576 1.4955 -0.3577
H -3.1809 -0.0331 -0.7272
H -3.6064 1.6579 -2.9877
H -2.3404 2.2490 -1.9573
H -2.5804 -0.4055 -3.3696
H -0.6900 1.6323 -3.5228
H 0.0202 -0.2426 -2.3139
H -0.9399 0.4769 -1.0686
H 1.6251 -0.4782 0.3147
H 1.5194 -2.0685 0.3744
H -0.7549 0.5687 1.6979
C 4.2004 1.3801 2.3587
N 3.7103 0.9237 1.0318
O 4.2075 -0.0695 0.5524
O 2.8244 1.5703 0.5182
H 4.9760 0.7006 2.6879
H 4.5820 2.3884 2.2337
H 3.3517 1.3682 3.0350
C 5.8196 -1.6620 -1.7890
N 5.5021 -2.7495 -2.7545
O 4.5010 -3.4019 -2.5600
O 6.2713 -2.9072 -3.6748
H 5.0516 -1.6401 -1.0294
H 6.7925 -1.8822 -1.3613
H 5.8466 -0.7313 -2.3464
C -0.2107 5.3868 -1.4777
N -0.3329 4.0503 -2.1172
O -0.9679 3.9561 -3.1421
O 0.2145 3.1205 -1.5609
H -0.7487 6.1048 -2.0839
H -0.6347 5.3091 -0.4809
H 0.8469 5.6242 -1.4259
C -0.1325 -5.2544 3.6389
N 0.4201 -5.3143 5.0198
O 1.3815 -4.6243 5.2769
O -0.1347 -6.0545 5.8001
H 0.4587 -4.5564 3.0614
H -0.0788 -6.2555 3.2238
H -1.1632 -4.9256 3.7105
C -4.8187 3.7027 1.9892
N -3.3911 3.2888 2.0801
O -3.0773 2.2285 1.5803
O -2.6347 4.0403 2.6473
H -5.3662 2.9335 1.4581
H -5.1854 3.8206 3.0036
H -4.8482 4.6489 1.4586


21
Properties=species:S:1:pos:R:3 method="wB97M-V/def2-TZVPD" charge=-1
O -2.1380 -2.9872 -1.3045
C -1.5872 -1.9012 -1.4542
N -1.0971 -1.2177 -0.3828
C -0.5119 0.1597 -0.4068
C 0.8524 0.2385 0.2095
C 1.3204 1.7348 -0.0828
O 0.9735 2.2119 -1.2446
C -1.6503 1.0786 0.0453
H -1.3764 -1.4744 -2.4470
H -1.4785 -1.5015 0.5091
H -0.4061 0.2923 -1.4893
H 1.7345 -0.3278 -0.1000
H 0.7077 -0.1140 1.2553
H 0.7704 2.3023 0.8307
H 2.3616 1.9535 0.2866
H -1.3168 2.0676 0.3720
H -2.4285 1.2256 -0.7227
H -2.3027 0.6090 0.7854
H 2.8371 -1.8143 1.1883
H 1.9287 -1.0693 2.0807
O 2.8072 -1.4665 2.0717


97
Properties=species:S:1:pos:R:3 method="wB97M-V/def2-TZVPD" charge=0
C -3.7559 0.7468 1.9906
C -2.9630 -0.0781 2.3537
C -1.7447 -0.8140 2.5375
C -1.6175 -1.9656 1.8225
C -0.4178 -2.6956 1.9477
N -0.1171 -3.8328 1.3235
S 1.3490 -4.2547 1.8327
N 1.6511 -3.0590 2.8589
C 0.6025 -2.2296 2.8286
C 0.4672 -1.0135 3.5789
C 1.5194 -0.4392 4.5170
C 2.9560 -0.9297 4.3844
N 3.7001 -0.4573 3.1929
C 4.3523 -1.5052 2.3898
C 5.6193 -0.9300 1.7389
C 3.0249 0.5169 2.4380
C 2.4058 0.1764 1.1015
O 2.8993 1.6523 2.8590
C -0.7175 -0.3364 3.4321
C -1.0026 0.9302 4.1941
H -4.6019 1.3162 1.6815
H -2.4241 -2.3020 1.1877
H 1.4605 0.6397 4.4885
H 1.1954 -0.7048 5.5303
H 3.4856 -0.5590 5.2688
H 3.0154 -2.0069 4.4659
H 4.6961 -2.2635 3.0891
H 3.7021 -1.9607 1.6454
H 6.3786 -1.7023 1.6443
H 5.4247 -0.5145 0.7515
H 6.0440 -0.1567 2.3707
H 3.1306 0.2617 0.2915
H 1.5459 0.7935 0.9094
H 2.0940 -0.8650 1.0899
H -1.9122 1.4238 3.8777
H -1.0592 0.6983 5.2601
H -0.1772 1.6334 4.0921
C -0.1381 1.4646 -2.1468
C -0.5577 0.3235 -1.2512
O 0.2561 -0.2910 -0.5697
N -1.8693 -0.0030 -1.2226
C -2.9662 0.6074 -1.9562
H 0.9356 1.6020 -2.0594
H -0.3760 1.2417 -3.1880
H -0.6350 2.3881 -1.8469
H -2.0788 -0.7685 -0.6008
H -3.7031 0.9977 -1.2543
H -3.4480 -0.1459 -2.5783
H -2.6148 1.4175 -2.5854
C 7.9858 2.1872 0.5239
C 8.2000 0.8302 -0.1031
O 8.2108 -0.1932 0.5594
N 8.3794 0.7824 -1.4515
C 8.3946 1.8834 -2.3964
H 7.8574 2.0598 1.5943
H 8.8489 2.8308 0.3489
H 7.0898 2.6596 0.1191
H 8.5153 -0.1514 -1.8044
H 7.6074 1.7398 -3.1385
H 9.3562 1.9095 -2.9122
H 8.2377 2.8323 -1.8957
C -5.7454 3.1047 -5.5231
C -4.8745 2.0617 -4.8651
O -5.2732 1.3789 -3.9348
N -3.6126 1.9030 -5.3492
C -2.9685 2.6170 -6.4373
H -6.7125 3.1111 -5.0303
H -5.2972 4.0943 -5.4271
H -5.8917 2.8712 -6.5783
H -3.0856 1.1900 -4.8708
H -2.6695 1.9095 -7.2121
H -2.0751 3.1212 -6.0656
H -3.6345 3.3545 -6.8711
C 2.2283 -1.7807 -2.6515
C 1.9272 -1.8557 -4.1263
O 2.2970 -0.9995 -4.9160
N 1.2112 -2.9284 -4.5616
C 0.6871 -4.0333 -3.7795
H 2.7979 -0.8786 -2.4509
H 1.3023 -1.7378 -2.0788
H 2.8194 -2.6431 -2.3381
H 1.0426 -2.9226 -5.5548
H 1.1063 -4.9722 -4.1460
H -0.3985 -4.0742 -3.8851
H 0.9339 -3.9225 -2.7292
C -6.6831 -0.3993 3.5334
C -7.4597 0.8631 3.2532
O -6.9035 1.9034 2.9330
N -8.8127 0.8120 3.3642
C -9.6422 -0.3214 3.7278
H -5.6271 -0.1891 3.4027
H -6.8476 -0.7354 4.5581
H -6.9738 -1.1863 2.8361
H -9.2651 1.6893 3.1614
H -10.3395 -0.5390 2.9170
H -10.2169 -0.0813 4.6240
H -9.0402 -1.2022 3.9208


104
Properties=species:S:1:pos:R:3 method="wB97M-V/def2-TZVPD" charge=-1
P -2.7183 -2.5757 -11.5315
F -1.2435 -1.9764 -11.6968
F -2.8136 -2.1805 -9.9525
F -3.3596 -1.1310 -11.8832
F -4.2524 -3.1534 -11.4172
F -2.6545 -3.0451 -13.0706
F -2.2192 -4.0448 -11.0203
C -6.3917 -3.5891 -8.5964
O -6.1030 -4.4012 -9.7426
H -7.2221 -2.9170 -8.8324
H -6.6258 -4.2178 -7.7387
H -5.5095 -2.9899 -8.3504
H -5.5071 -3.8296 -10.2457
C 1.5757 -6.9922 -5.6552
C 1.3642 -5.5717 -6.1345
C -0.0005 -5.3477 -6.7744
O -0.2244 -3.9766 -6.9906
C -1.4997 -3.7479 -7.5485
N 1.4985 -4.6712 -4.9517
H 0.8022 -7.2983 -4.9453
H 2.5256 -7.1932 -5.1633
H 1.5215 -7.6615 -6.5209
H 2.1632 -5.2421 -6.8020
H -0.7906 -5.8086 -6.1694
H 0.0405 -5.8310 -7.7652
H -1.6255 -4.0902 -8.5782
H -1.6466 -2.6682 -7.5780
H -2.3090 -4.1483 -6.9289
H 1.3504 -3.7264 -5.2861
H 0.7605 -4.9077 -4.2967
C -8.3749 0.9816 -8.5851
C -7.8070 0.0926 -7.4720
C -6.4088 0.5108 -7.0389
O -5.6906 0.9847 -8.1676
C -4.3360 0.6234 -8.1664
N -8.6770 0.2041 -6.2699
H -7.9434 0.6594 -9.5366
H -8.1646 2.0459 -8.4626
H -9.4596 0.8965 -8.6756
H -7.8243 -0.9352 -7.8285
H -5.8831 -0.3643 -6.6370
H -6.3778 1.2401 -6.2230
H -3.8452 0.8844 -7.2187
H -3.8678 1.0672 -9.0428
H -4.1078 -0.4510 -8.2501
H -9.5542 -0.2768 -6.4447
H -8.9637 1.1762 -6.1946
C -5.4437 -9.6789 -14.4744
C -5.3895 -8.9220 -13.1608
C -5.1751 -7.4307 -13.4223
O -3.9937 -7.2131 -14.1414
C -3.5106 -5.8697 -14.0289
N -6.6686 -9.1104 -12.4664
H -6.3201 -9.5036 -15.1005
H -5.2655 -10.7528 -14.3756
H -4.6227 -9.3188 -15.1063
H -4.5328 -9.2819 -12.5793
H -5.0565 -6.9652 -12.4339
H -6.0885 -7.0212 -13.8701
H -4.2783 -5.2603 -14.5056
H -2.5056 -5.7768 -14.4225
H -3.4732 -5.6558 -12.9573
H -6.8868 -10.1012 -12.4644
H -6.5392 -8.8723 -11.4850
C -0.6418 2.4226 -9.7181
C -0.5908 1.0824 -10.4488
O -1.4754 1.0812 -11.5479
O -0.4895 3.5494 -10.6057
H 0.1909 2.3930 -8.9939
H -1.5000 2.5949 -9.0582
H -0.8295 0.3501 -9.6686
H 0.4539 0.9568 -10.7563
H -2.0000 0.2799 -11.4118
H 0.0889 4.1192 -10.0907
C 0.4663 -4.7826 -14.3766
C 1.3352 -3.5576 -14.1979
O 1.3391 -2.7679 -15.3869
O 0.8995 -5.5437 -15.5044
H -0.5837 -4.4946 -14.4516
H 0.6247 -5.4160 -13.4955
H 2.3271 -3.8950 -13.8826
H 0.8821 -2.9834 -13.3897
H 1.8896 -3.2854 -15.9863
H 0.3984 -6.3588 -15.5682
C -3.0718 0.2426 -14.6860
C -1.5553 0.0426 -14.7619
O -0.8890 1.2192 -14.3271
O -3.4610 1.2237 -13.7471
H -3.4798 -0.7182 -14.3484
H -3.4868 0.4082 -15.6871
H -1.3243 -0.1917 -15.8107
H -1.2346 -0.8618 -14.2366
H 0.0413 1.0616 -14.5180
H -4.3543 1.0086 -13.4696
C -3.0415 -7.7663 -8.2159
C -2.5531 -7.1724 -9.5200
O -3.7017 -6.7383 -10.2174
O -3.7529 -6.7420 -7.4919
H -2.2336 -7.9992 -7.5191
H -3.6565 -8.6554 -8.3872
H -1.9737 -7.9068 -10.0943
H -1.9061 -6.3176 -9.2973
H -3.4347 -6.2319 -10.9914
H -4.1911 -6.2162 -8.1810


149
Properties=species:S:1:pos:R:3 method="wB97M-V/def2-TZVPD" charge=+8
C 6.3678 8.4980 3.8430
C 5.5882 8.3563 2.5560
O 5.3179 7.2099 2.1688
N 5.3855 9.5685 1.6924
H 4.9237 10.2660 2.2584
H 6.2922 10.0047 1.6039
C 4.6084 9.2527 0.3409
H 7.0791 9.3136 3.7126
H 7.0614 7.6583 3.8871
H 5.8551 8.6385 4.7946
H 5.1210 8.4153 -0.1324
H 4.6120 10.1406 -0.2914
H 3.5555 8.9987 0.4633
C -0.1045 9.2178 1.9412
C 1.3898 9.3358 1.8458
O 1.9635 9.4540 0.8392
N 2.1462 9.2750 3.1992
H 2.8037 10.0413 3.2222
H 1.5115 9.3565 3.9806
C 2.9808 7.9628 3.2958
H -0.5073 10.2303 1.9692
H -0.4956 8.7743 2.8568
H -0.3969 8.8082 0.9743
H 3.4608 7.8733 2.3212
H 2.2681 7.1510 3.4409
H 3.6957 8.2173 4.0782
C 2.3150 5.1104 4.7045
C 0.8217 4.8202 4.9924
O 0.3797 3.6929 4.7382
N -0.0490 5.8423 5.7861
H 0.1524 5.7493 6.7715
H 0.3615 6.7205 5.5027
C -1.6032 5.7578 5.4434
H 2.9042 4.3144 4.2491
H 2.8526 5.2876 5.6360
H 2.3485 6.0222 4.1082
H -2.1277 4.8774 5.8146
H -1.7097 5.8879 4.3664
H -2.0017 6.6383 5.9474
C 5.9915 6.1496 8.7691
C 4.6825 6.3231 9.4630
O 4.0966 7.3807 9.6469
N 3.9846 5.0377 9.9011
H 4.7030 4.3693 10.1406
H 3.5026 5.1808 10.7770
C 3.0837 4.5339 8.7655
H 6.1498 5.2286 8.2079
H 6.8344 6.1196 9.4596
H 6.1079 6.9817 8.0748
H 2.5509 5.4215 8.4244
H 2.2191 3.9438 9.0693
H 3.7492 4.1402 7.9972
C 8.5757 5.9926 5.9033
C 8.8651 6.2785 7.3592
O 8.0592 6.2109 8.2882
N 10.3566 6.7228 7.6938
H 10.6840 7.2886 6.9238
H 10.4008 7.3407 8.4914
C 11.2580 5.5697 7.9260
H 9.1678 5.1277 5.6040
H 8.7179 6.8708 5.2736
H 7.5300 5.7023 5.8012
H 11.0563 4.7996 7.1814
H 11.0810 5.2043 8.9375
H 12.2905 5.9123 7.9951
C 7.6049 8.4869 6.4748
C 7.1611 8.7655 7.9845
N 5.7711 9.0919 7.9844
C 5.2447 10.3031 8.5172
C 3.8820 10.2541 8.3028
N 3.5789 9.0304 7.6553
C 4.7671 8.4252 7.3004
C 2.3116 8.5799 7.1116
H 6.9829 9.0710 5.7966
H 7.6596 7.4488 6.1469
H 8.6324 8.7944 6.2801
H 7.7610 9.5880 8.3740
H 7.3475 7.9281 8.6569
H 5.8042 11.1392 8.9098
H 3.0833 10.9784 8.3646
H 4.9555 7.6138 6.6130
H 2.4559 7.9581 6.2281
H 1.6318 9.3689 6.7900
H 1.7912 8.0946 7.9373
C 5.5304 -0.1141 1.7665
C 6.1136 1.1441 2.3964
N 6.0982 0.9705 3.8480
C 6.9615 0.1088 4.5008
C 6.6696 0.2475 5.8829
N 5.5911 1.1516 6.0535
C 5.2981 1.5889 4.7849
C 4.9665 1.5928 7.2471
H 4.4431 -0.1576 1.8297
H 5.9767 -0.9696 2.2734
H 5.7022 -0.2067 0.6941
H 5.4229 1.9151 2.0548
H 7.0473 1.3812 1.8863
H 7.6490 -0.4923 3.9243
H 7.0591 -0.2492 6.7593
H 4.4896 2.2587 4.5317
H 5.7597 1.6757 7.9902
H 4.3809 0.6921 7.4308
H 4.3992 2.5195 7.1607
C 7.2279 5.1108 2.9207
C 7.0470 3.6079 3.4091
N 7.7139 3.4879 4.7006
C 8.9814 2.9114 4.8324
C 9.2577 2.8974 6.2042
N 8.1189 3.2227 6.9394
C 7.2649 3.7083 5.9981
C 7.8753 3.3512 8.3603
H 6.9654 5.8227 3.7032
H 6.6730 5.3249 2.0073
H 8.2303 5.4150 2.6196
H 7.4056 2.9219 2.6417
H 5.9943 3.3949 3.5951
H 9.6180 2.5391 4.0434
H 10.2371 2.7423 6.6322
H 6.2601 4.0504 6.1975
H 7.8194 2.3398 8.7628
H 6.8623 3.6890 8.5789
H 8.6214 4.0168 8.7945
C 4.9459 5.4325 1.5729
C 3.9086 6.2375 0.7383
N 3.1855 5.4979 -0.2554
C 2.1385 6.0531 -0.9513
C 1.5738 5.1253 -1.7597
N 2.2970 3.9207 -1.6226
C 3.2063 4.1731 -0.5740
C 1.9791 2.6031 -2.2732
H 5.2482 6.0046 2.4500
H 5.9265 5.4063 1.0976
H 4.5206 4.4905 1.9193
H 4.5172 7.0305 0.3036
H 3.1814 6.7136 1.3960
H 1.8724 7.0874 -0.7907
H 0.6542 5.2003 -2.3212
H 3.7676 3.4698 0.0233
H 2.8331 1.9291 -2.2058
H 1.7719 2.7137 -3.3376
H 1.0577 2.2066 -1.8467
C 4.6464 6.0256 4.3954
F 3.4586 6.5694 4.1347
F 4.7996 4.9191 3.6151
F 5.6714 6.8736 4.0847
S 4.8215 5.5359 6.2352
O 3.8755 6.3541 6.9453
O 4.5569 4.0623 6.1801
O 6.1887 5.8878 6.6395


52
Properties=species:S:1:pos:R:3 method="wB97M-V/def2-TZVPD" charge=0 smiles="Cc1ccc(NC(=O)CN2CCN(C(=O)[C@@H]3CCCO3)CC2)c(C)c1"
C 2.3536 4.5986 2.1351
C 1.6199 3.2935 2.2008
C 0.2744 3.2345 2.5298
C -0.3933 2.0253 2.5743
C 0.2743 0.8415 2.2847
N -0.3822 -0.4002 2.2977
C -1.7139 -0.6619 2.3923
O -2.5709 0.1572 2.6428
C -2.0689 -2.1241 2.0832
N -1.8924 -2.4911 0.6855
C -0.5720 -2.9605 0.3177
C -0.6228 -3.5119 -1.1086
N -1.0244 -2.4340 -1.9909
C -0.0554 -1.7303 -2.6152
O 1.0994 -2.1201 -2.6521
C -0.4896 -0.4193 -3.3020
C 0.7099 0.2795 -3.9684
C 0.7976 1.6308 -3.2520
C 0.0355 1.3525 -1.9579
O -1.0135 0.4858 -2.3362
C -2.3538 -1.9715 -1.6633
C -2.3706 -1.4593 -0.2217
C 1.6363 0.8763 1.9508
C 2.4057 -0.3733 1.6241
C 2.2777 2.1035 1.9166
H 3.3256 4.5190 2.6183
H 1.7841 5.3879 2.6188
H 2.5199 4.8840 1.0959
H -0.2641 4.1423 2.7583
H -1.4386 1.9913 2.8296
H 0.2236 -1.1915 2.1413
H -3.1291 -2.2472 2.3272
H -1.4858 -2.8055 2.7071
H -0.2696 -3.7474 1.0130
H 0.1911 -2.1619 0.3197
H 0.3604 -3.8672 -1.4192
H -1.3548 -4.3190 -1.1778
H -1.2923 -0.6422 -4.0136
H 1.6030 -0.3215 -3.7913
H 0.5663 0.3876 -5.0407
H 0.2825 2.4033 -3.8238
H 1.8212 1.9467 -3.0683
H 0.6917 0.8644 -1.2217
H -0.4150 2.2342 -1.5018
H -2.6675 -1.1731 -2.3305
H -3.0349 -2.8225 -1.7617
H -3.3894 -1.1963 0.0678
H -1.7545 -0.5467 -0.1824
H 2.3588 -1.0972 2.4392
H 3.4519 -0.1316 1.4551
H 2.0277 -0.8460 0.7154
H 3.3275 2.1351 1.6589


Number 1: highest occupied orbital energy -9.19 eV. Number 2: highest occupied orbital energy -2.85 eV. Number 3: highest occupied orbital energy -8.39 eV. Number 4: highest occupied orbital energy -6.81 eV. Number 5: highest occupied orbital energy -26.11 eV. Number 6: highest occupied orbital energy -8.28 eV.